ORCA calculation (the ωB97M-V functional and the def2-TZVPD basis) on C52H75BCrN9O4S2 as an isolated structure.

Atoms and positions in Å:
Cr1 -0.25878 0.34108 0.32145
C1 1.78155 0.10985 -2.58686
C2 2.73074 0.96299 -1.74828
C3 4.09208 1.05480 -2.43332
C4 2.86988 0.45863 -0.33626
C5 4.03375 0.31131 0.41903
C6 3.63286 -0.17325 1.65269
C7 4.58877 -0.38502 2.79796
C8 4.87629 -1.84418 3.13349
C9 4.21399 0.40621 4.04626
N1 2.28622 -0.31927 1.62001
N2 1.82955 0.09206 0.40539
B1 1.26463 -0.97738 2.61973
N3 0.41199 -2.04344 1.86324
N4 -0.32280 -1.67557 0.76379
C10 -1.02416 -2.73475 0.36953
C11 -0.79943 -3.78770 1.24751
C12 0.11978 -3.32863 2.16854
C13 0.67878 -4.19437 3.26454
C14 0.36621 -3.68878 4.66967
C15 2.15743 -4.51447 3.07180
C16 -1.77682 -2.79804 -0.92656
C17 -0.76782 -3.08608 -2.04496
C18 -2.84318 -3.89056 -0.88261
N5 0.28090 0.05581 3.25018
N6 -0.70414 0.61323 2.47252
C19 -1.54933 1.23369 3.28971
C20 -1.12575 1.08478 4.61209
C21 0.03127 0.33644 4.55351
C22 0.87439 -0.05603 5.73235
C23 1.58187 1.17592 6.30768
C24 0.02244 -0.71534 6.81890
C25 -2.77699 1.97203 2.83324
C26 -3.09354 1.76960 1.36518
C27 -2.64596 3.46270 3.15847
H1 1.53968 0.62270 -3.52273
H2 0.84652 -0.10120 -2.06428
H3 2.24095 -0.84886 -2.84139
H4 2.33480 1.98148 -1.69858
H5 4.57199 0.07322 -2.46011
H6 4.75751 1.74880 -1.91733
H7 3.97742 1.40432 -3.46059
H8 5.04782 0.53379 0.12986
H9 5.52036 0.04331 2.41782
H10 4.01047 -2.30954 3.59556
H11 5.70227 -1.90632 3.84460
H12 5.14446 -2.41989 2.24597
H13 3.39520 -0.07229 4.57901
H14 3.90951 1.42472 3.79717
H15 5.06514 0.46266 4.72745
H16 1.89460 -1.50820 3.47593
H17 -1.18357 -4.79170 1.18804
H18 0.13569 -5.13372 3.13456
H19 0.91448 -2.77420 4.89051
H20 0.65648 -4.43546 5.41175
H21 -0.69951 -3.48428 4.78912
H22 2.76827 -3.64137 3.28275
H23 2.35697 -4.83969 2.04999
H24 2.46088 -5.30876 3.75700
H25 -2.26502 -1.83334 -1.10608
H26 -0.24000 -4.01687 -1.82298
H27 -0.01348 -2.29875 -2.11193
H28 -1.26582 -3.20364 -3.01069
H29 -2.38404 -4.87695 -0.79482
H30 -3.43095 -3.89428 -1.80154
H31 -3.52374 -3.75628 -0.04021
H32 -1.60777 1.46845 5.49673
H33 1.62511 -0.77240 5.40133
H34 0.84606 1.87553 6.71026
H35 2.16212 1.70214 5.55093
H36 2.25243 0.88817 7.12021
H37 -0.68882 0.00040 7.23665
H38 0.65735 -1.06393 7.63568
H39 -0.54239 -1.56377 6.43486
H40 -3.60778 1.57362 3.42411
H41 -2.35430 2.27794 0.74434
H42 -4.06640 2.20020 1.11876
H43 -3.11641 0.71160 1.09186
H44 -1.80531 3.89011 2.60469
H45 -2.46739 3.62718 4.22152
H46 -3.55163 4.00310 2.87450
N7 4.75607 -2.89865 -1.77407
C28 4.07560 -4.17106 -1.52863
C29 2.74196 -3.97489 -0.80474
O1 2.06591 -4.89212 -0.42207
O2 2.38420 -2.69985 -0.64556
H47 5.10289 -2.82932 -2.71908
H48 5.53552 -2.75476 -1.14636
H49 3.11749 -2.17061 -1.02603
H50 4.66266 -4.87611 -0.94043
H51 3.84637 -4.67090 -2.46958
O3 0.07175 2.36950 0.14010
S1 0.18905 3.39696 -0.97095
C30 -1.01138 4.65055 -0.60549
C31 -0.95994 5.39395 0.56764
C32 -1.94638 6.33334 0.80778
C33 -2.96168 6.52897 -0.12301
C34 -3.00077 5.78707 -1.29376
C35 -2.02092 4.83506 -1.54006
C36 1.69902 4.25016 -0.55484
C37 2.20002 5.18000 -1.45576
C38 3.39374 5.81858 -1.16254
C39 4.07533 5.51269 0.00964
C40 3.56912 4.56758 0.88970
C41 2.37092 3.92234 0.61175
H52 -0.15679 5.23589 1.27684
H53 -1.92536 6.91946 1.71722
H54 -3.72567 7.27211 0.06771
H55 -3.79261 5.94631 -2.01403
H56 -2.04010 4.22974 -2.43817
H57 1.66653 5.40444 -2.37350
H58 3.79654 6.54890 -1.85215
H59 5.01120 6.00954 0.23169
H60 4.11027 4.32493 1.79550
H61 1.96989 3.16102 1.26986
C42 -5.88853 0.33148 -5.55007
C43 -4.85075 1.42293 -5.77520
C44 -3.44839 0.98664 -5.38541
N8 -3.38457 0.77394 -3.93009
C45 -2.30805 0.37242 -3.24764
S2 -1.98730 1.03052 -1.73168
N9 -1.44904 -0.51457 -3.81763
C46 -1.61410 -1.49999 -4.82264
O4 -0.64017 -1.82551 -5.44791
C47 -2.93983 -2.15367 -4.98155
C48 -3.22826 -2.73031 -6.21728
C49 -4.42679 -3.39783 -6.40120
C50 -5.32370 -3.51546 -5.34653
C51 -5.02616 -2.96407 -4.10833
C52 -3.83788 -2.27430 -3.92561
H62 -6.89228 0.69369 -5.77111
H63 -5.88250 -0.02236 -4.51732
H64 -5.69146 -0.53250 -6.18892
H65 -5.11633 2.33273 -5.22569
H66 -4.82258 1.71042 -6.82761
H67 -2.70511 1.73895 -5.66404
H68 -3.20974 0.06347 -5.90689
H69 -3.96448 1.39976 -3.38823
H70 -0.51137 -0.50131 -3.44078
H71 -2.50384 -2.65095 -7.01772
H72 -4.65803 -3.83935 -7.36184
H73 -6.25461 -4.04992 -5.48796
H74 -5.71741 -3.07596 -3.28272
H75 -3.60411 -1.85578 -2.95491

Atoms 1-6, force components in eV/Å:
Cr -0.1 0.0 0.0
C 0.0 0.0 -0.2
C 0.0 0.0 0.0
C 0.0 0.0 0.0
C 0.0 0.0 0.1
C 0.0 0.0 0.0

Kohn-Sham gap (alpha / beta)   0.281 / 0.300 Ha
Net charge   +1
⟨S²⟩   6.012
Total energy   -127512.692 eV
Highest occupied orbital energy (alpha / beta)   -9.9 / -10.5 eV
Spin multiplicity   5

***

ORCA calculation (the ωB97M-V functional and the def2-TZVPD basis) on C17H28BF2GaN2O2STe as an isolated structure.

Atoms and positions in Å:
Ga1 -0.41800 0.65730 0.48640
F1 -1.49680 0.91840 2.73450
C1 -0.65740 -0.17760 2.38970
F2 -1.53930 -1.23470 2.23840
H1 -0.08930 -0.38870 3.31090
C2 2.61480 0.97390 0.64580
C3 4.08430 0.51000 0.54530
N1 4.16110 -0.71850 -0.22640
C4 3.56260 -0.49910 -1.53240
C5 2.06700 -0.15310 -1.37360
N2 1.73880 -0.04140 0.05040
C6 1.97330 -1.33470 0.70290
C7 3.43180 -1.77290 0.46180
H2 2.45040 1.90790 0.09750
H3 2.29770 1.12830 1.68440
H4 4.50960 0.31560 1.53060
H5 4.70340 1.26190 0.05060
H6 3.70250 -1.40580 -2.12400
H7 4.11230 0.30790 -2.01830
H8 1.43670 -0.92770 -1.81600
H9 1.81870 0.80060 -1.84590
H10 1.25690 -2.05380 0.29110
H11 1.75740 -1.21130 1.76830
H12 3.47390 -2.66990 -0.15910
H13 3.93860 -1.97990 1.40710
Te1 -1.42070 -0.70700 -1.48580
C8 -3.38720 -0.62540 -0.73050
C9 -4.44600 -1.40840 -1.06310
C10 -5.61260 -1.10010 -0.32600
C11 -5.41960 -0.08970 0.55670
S1 -3.80960 0.51970 0.48810
H14 -4.38450 -2.19130 -1.79630
H15 -6.55550 -1.60570 -0.44890
H16 -6.11600 0.32650 1.25700
C12 1.68370 5.40570 0.82190
C13 0.23200 4.90890 0.81980
C14 -0.60060 5.81940 1.72160
O1 0.21940 3.58730 1.38690
B1 -0.10340 2.68530 0.43050
O2 -0.29990 3.26590 -0.78670
C15 -0.36810 4.68950 -0.62040
C16 0.36200 5.36830 -1.77690
C17 -1.85540 5.04440 -0.71630
H17 2.04280 5.41650 1.84980
H18 1.74280 6.41620 0.42200
H19 2.33370 4.74550 0.24860
H20 -0.11720 5.89850 2.69370
H21 -1.59720 5.41530 1.87790
H22 -0.67170 6.80920 1.27900
H23 1.41270 5.09660 -1.81930
H24 0.26710 6.44970 -1.70640
H25 -0.10340 5.03770 -2.70400
H26 -2.42550 4.45240 -0.00420
H27 -2.20220 4.79370 -1.71570
H28 -2.03230 6.10000 -0.54030

Atoms 1-6, force components in eV/Å:
Ga 1.5 -1.1 0.5
F 0.0 -0.1 0.7
C -1.1 0.5 -0.8
F 0.2 -0.3 0.3
H 0.2 0.1 -0.5
C 0.1 0.4 0.3

Kohn-Sham gap   0.279 Ha
Total energy   -101776.010 eV
Highest occupied orbital energy   -7.2 eV

***

The relative energy (zero: lowest compared OMol25 entry of this formula, charge and spin) results, record by record, are as follows: 80.9 0.0 kJ/mol.